w | Formula: C43H61BN5O2P2STi
Source: OMol25
Level of theory: ωB97M-V/def2-TZVPD

The value obtained for the HOMO energy (spin up / spin down) is -2.12 / -4.85 eV. As for the net charge: -1. The orbital gap (spin up / spin down) is 0.1640 / 0.2641 Eh. As for the expectation value of S²: 2.055. For the LUMO energy (spin up / spin down), the calculation gives 2.34 / 2.33 eV. Its multiplicity is 3.

Each line ends with the Löwdin spin population.
Atoms and positions in Å:
Ti  -0.18  1.05  -1.32  0.292
O  -0.01  2.66  -0.35  0.026
C  -0.54  3.88  -0.31  0.075
C  -0.53  4.63  0.86  -0.003
C  -1.04  5.93  0.92  0.111
C  -1.59  6.50  -0.23  -0.003
C  -1.65  5.76  -1.39  0.082
C  -1.17  4.43  -1.47  0.034
C  -1.40  3.65  -2.62  0.244
N  -1.07  2.36  -2.75  0.176
C  -1.68  1.68  -3.89  0.021
C  -2.21  0.38  -3.33  0.021
N  -1.08  -0.19  -2.61  0.135
C  -0.42  -1.15  -3.32  0.312
C  0.97  -1.19  -3.55  0.033
C  1.53  -2.18  -4.41  0.096
C  2.83  -2.10  -4.86  -0.004
C  3.63  -1.03  -4.48  0.119
C  3.13  -0.07  -3.60  -0.005
C  1.85  -0.16  -3.09  0.085
O  1.43  0.72  -2.18  0.043
H  -0.11  4.18  1.75  -0.003
H  -1.00  6.48  1.84  0.010
H  -1.97  7.51  -0.21  -0.003
H  -2.10  6.19  -2.28  0.003
H  -1.95  4.13  -3.44  0.018
H  -0.93  1.45  -4.66  0.006
H  -2.47  2.29  -4.36  0.003
H  -2.58  -0.31  -4.11  0.003
H  -3.04  0.58  -2.64  0.000
H  -1.03  -1.85  -3.90  0.016
H  0.88  -2.98  -4.74  0.004
H  3.21  -2.87  -5.52  -0.004
H  4.65  -0.94  -4.85  0.009
H  3.74  0.77  -3.28  -0.003
C  0.12  -3.81  0.85  0.000
C  -1.27  -4.29  0.38  0.000
C  -1.00  -5.47  -0.57  0.000
C  -2.07  -4.78  1.58  0.000
P  -1.98  -2.88  -0.66  0.005
C  -2.39  -1.55  0.60  0.004
N  -1.24  -0.95  1.26  0.000
B  -0.07  -0.29  0.66  0.007
N  0.86  -0.25  1.80  0.002
C  2.30  -0.10  1.81  0.000
P  2.93  1.36  0.84  0.003
C  4.69  0.73  0.54  0.001
C  5.47  1.87  -0.12  0.000
C  4.53  -0.41  -0.48  0.000
C  5.50  0.17  1.72  0.000
C  2.97  2.69  2.18  0.000
C  1.63  2.57  2.93  0.000
C  4.09  2.65  3.22  0.000
C  3.00  4.03  1.44  0.000
C  0.25  -0.74  2.95  0.000
C  0.71  -0.88  4.25  0.000
C  -0.15  -1.36  5.23  0.000
C  -1.46  -1.71  4.91  0.000
C  -1.93  -1.61  3.60  0.000
C  -1.07  -1.13  2.62  0.000
C  -3.78  -3.28  -1.14  0.000
C  -4.79  -3.60  -0.03  0.000
C  -4.26  -2.01  -1.88  0.000
C  -3.79  -4.42  -2.16  0.000
H  0.68  -4.68  1.21  0.000
H  0.05  -3.10  1.67  0.000
H  0.68  -3.35  0.04  0.000
H  -0.40  -6.22  -0.05  0.000
H  -0.45  -5.14  -1.46  0.000
H  -1.92  -5.96  -0.91  0.000
H  -1.44  -5.45  2.18  0.000
H  -2.95  -5.34  1.28  0.000
H  -2.37  -3.96  2.24  0.000
H  -3.02  -2.01  1.37  0.000
H  -2.99  -0.79  0.10  0.001
H  2.77  -1.00  1.39  0.000
H  2.66  -0.03  2.84  0.000
H  4.92  2.27  -0.97  0.000
H  6.44  1.51  -0.47  0.000
H  5.65  2.69  0.58  0.000
H  3.70  -0.24  -1.17  0.000
H  4.36  -1.37  0.01  0.000
H  5.44  -0.51  -1.08  0.000
H  5.87  0.95  2.38  0.000
H  6.36  -0.37  1.33  0.000
H  4.92  -0.53  2.32  0.000
H  1.66  1.79  3.69  0.000
H  0.81  2.35  2.25  0.000
H  1.42  3.52  3.44  0.000
H  4.15  1.69  3.73  0.000
H  3.90  3.42  3.98  0.000
H  5.07  2.87  2.78  0.000
H  2.14  4.12  0.77  0.000
H  3.90  4.14  0.84  0.000
H  2.97  4.86  2.16  0.000
H  1.72  -0.61  4.52  0.000
H  0.20  -1.45  6.25  0.000
H  -2.12  -2.07  5.68  0.000
H  -2.95  -1.88  3.37  0.000
H  -4.76  -2.88  0.78  0.000
H  -4.63  -4.60  0.38  0.000
H  -5.80  -3.58  -0.45  0.000
H  -4.62  -1.25  -1.19  0.000
H  -5.08  -2.27  -2.55  0.000
H  -3.46  -1.57  -2.47  0.000
H  -3.54  -5.38  -1.70  0.000
H  -3.09  -4.23  -2.97  0.000
H  -4.79  -4.52  -2.58  0.000
S  -4.38  3.50  0.27  0.003
C  -3.51  2.85  1.59  0.003
C  -2.64  1.91  1.15  0.001
N  -2.66  1.68  -0.21  0.008
C  -3.53  2.45  -0.78  0.006
H  -3.65  3.21  2.60  0.000
H  -1.95  1.36  1.77  0.000
H  -3.69  2.47  -1.85  0.003

---

x | Formula: C43H61BN5O2P2STi
Source: OMol25
Level of theory: ωB97M-V/def2-TZVPD

The value obtained for the HOMO energy (spin up / spin down) is -1.79 / -4.60 eV. As for the net charge: -1. The orbital gap (spin up / spin down) is 0.1494 / 0.2518 Eh. As for the expectation value of S²: 2.053. For the LUMO energy (spin up / spin down), the calculation gives 2.27 / 2.25 eV. Its multiplicity is 3.

Each line ends with the Löwdin spin population.
Atoms and positions in Å:
Ti  -1.25  -1.34  -0.57  0.211
O  -0.50  -2.89  0.14  0.035
C  -0.74  -3.85  1.02  0.072
C  0.18  -4.87  1.26  0.001
C  -0.06  -5.87  2.19  0.125
C  -1.25  -5.88  2.92  -0.003
C  -2.18  -4.89  2.70  0.100
C  -1.97  -3.85  1.76  0.034
C  -2.93  -2.85  1.54  0.275
N  -2.82  -1.84  0.66  0.184
C  -3.96  -0.97  0.52  0.018
C  -4.15  -0.74  -0.97  0.022
N  -2.84  -0.48  -1.53  0.184
C  -2.82  -0.10  -2.82  0.275
C  -1.66  0.19  -3.57  0.033
C  -1.74  0.70  -4.88  0.097
C  -0.62  1.03  -5.61  -0.003
C  0.65  0.84  -5.06  0.123
C  0.77  0.30  -3.79  -0.001
C  -0.35  -0.05  -3.03  0.076
O  -0.20  -0.62  -1.84  0.033
H  1.11  -4.88  0.69  -0.003
H  0.68  -6.64  2.35  0.010
H  -1.44  -6.66  3.64  -0.004
H  -3.12  -4.88  3.26  0.004
H  -3.85  -2.91  2.14  0.020
H  -3.75  -0.01  1.01  0.006
H  -4.87  -1.39  0.97  0.002
H  -4.86  0.08  -1.17  0.002
H  -4.59  -1.65  -1.42  0.006
H  -3.77  0.03  -3.34  0.020
H  -2.73  0.85  -5.31  0.004
H  -0.72  1.43  -6.62  -0.004
H  1.54  1.11  -5.62  0.010
H  1.74  0.13  -3.34  -0.003
C  4.57  -0.61  3.01  0.000
C  4.19  0.13  1.73  0.000
C  3.46  1.43  2.11  0.000
C  5.46  0.54  0.98  0.000
P  3.00  -0.74  0.50  0.000
C  1.72  -1.46  1.69  0.001
N  0.57  -0.58  1.92  0.001
B  -0.39  0.00  0.95  0.008
N  -0.81  1.24  1.63  0.004
C  -1.42  2.49  1.20  0.001
P  -1.56  2.76  -0.64  0.002
C  -0.04  3.88  -0.89  0.000
C  0.02  4.28  -2.36  0.000
C  0.15  5.13  -0.02  0.000
C  1.12  2.92  -0.58  0.000
C  -3.13  3.84  -0.72  0.000
C  -4.26  3.05  -0.05  0.001
C  -3.06  5.23  -0.08  0.000
C  -3.46  3.97  -2.21  0.003
C  -0.38  1.20  2.94  0.000
C  -0.67  2.05  4.00  0.001
C  -0.15  1.74  5.26  0.000
C  0.65  0.62  5.45  0.001
C  0.96  -0.22  4.38  0.000
C  0.45  0.08  3.12  0.000
C  3.86  -2.32  -0.13  0.000
C  2.81  -3.04  -0.99  0.000
C  4.37  -3.30  0.92  0.000
C  4.99  -1.92  -1.08  0.000
H  5.35  -0.04  3.53  0.000
H  4.95  -1.61  2.82  0.000
H  3.72  -0.68  3.69  0.000
H  4.08  2.02  2.79  0.000
H  2.52  1.23  2.61  0.000
H  3.26  2.03  1.22  0.000
H  5.95  1.37  1.50  0.000
H  5.23  0.87  -0.04  0.000
H  6.18  -0.28  0.92  0.000
H  2.19  -1.66  2.65  0.000
H  1.40  -2.41  1.27  0.000
H  -0.81  3.30  1.62  0.000
H  -2.42  2.60  1.65  0.000
H  -0.71  5.05  -2.61  0.000
H  -0.14  3.42  -3.02  0.000
H  1.02  4.68  -2.59  0.000
H  -0.44  5.97  -0.39  0.000
H  1.20  5.43  -0.07  0.000
H  -0.10  4.96  1.03  0.000
H  0.97  1.94  -1.03  0.000
H  1.21  2.77  0.50  0.000
H  2.06  3.33  -0.95  0.000
H  -5.22  3.32  -0.50  0.000
H  -4.34  3.27  1.02  0.000
H  -4.12  1.98  -0.17  0.001
H  -2.65  5.18  0.93  0.000
H  -4.07  5.65  -0.01  0.000
H  -2.46  5.92  -0.67  0.000
H  -4.46  4.40  -2.34  0.000
H  -2.75  4.60  -2.74  0.000
H  -3.44  2.98  -2.68  0.003
H  -1.30  2.92  3.87  0.000
H  -0.39  2.37  6.11  0.000
H  1.02  0.38  6.44  0.000
H  1.57  -1.10  4.53  0.000
H  2.04  -3.52  -0.40  0.000
H  3.30  -3.81  -1.60  0.000
H  2.31  -2.34  -1.66  0.000
H  3.64  -3.47  1.72  0.000
H  5.31  -2.97  1.37  0.000
H  4.57  -4.27  0.45  0.000
H  4.63  -1.22  -1.83  0.000
H  5.36  -2.81  -1.61  0.000
H  5.84  -1.47  -0.57  0.000
S  -2.99  -4.78  -3.59  0.002
C  -1.76  -3.96  -4.48  0.001
C  -1.14  -3.07  -3.67  0.003
N  -1.60  -3.02  -2.39  0.004
C  -2.57  -3.86  -2.20  0.002
H  -1.59  -4.18  -5.52  0.000
H  -0.33  -2.42  -3.98  0.000
H  -3.05  -4.03  -1.24  0.001

---

y | Formula: C43H61BN5O2P2STi
Source: OMol25
Level of theory: ωB97M-V/def2-TZVPD

The value obtained for the HOMO energy (spin up / spin down) is -2.14 / -3.97 eV. As for the net charge: -1. The orbital gap (spin up / spin down) is 0.1529 / 0.2195 Eh. As for the expectation value of S²: 2.029. For the LUMO energy (spin up / spin down), the calculation gives 2.02 / 2.01 eV. Its multiplicity is 3.

Each line ends with the Löwdin spin population.
Atoms and positions in Å:
Ti  -0.28  1.83  -1.28  1.086
O  1.51  1.47  -2.01  0.040
C  1.95  1.51  -3.26  0.071
C  3.28  1.16  -3.52  -0.005
C  3.82  1.21  -4.79  0.100
C  3.02  1.61  -5.86  -0.003
C  1.70  1.94  -5.64  0.077
C  1.11  1.89  -4.35  0.029
C  -0.28  2.18  -4.25  0.258
N  -1.03  2.11  -3.15  0.135
C  -2.47  2.23  -3.32  0.020
C  -3.12  2.20  -1.91  0.010
N  -2.30  1.50  -0.95  0.009
C  -2.65  0.07  -0.81  0.004
C  -2.29  -0.64  -2.09  0.009
C  -3.00  -1.05  -3.19  0.000
C  -2.32  -1.52  -4.32  0.012
C  -0.93  -1.55  -4.34  0.000
C  -0.19  -1.18  -3.22  0.007
C  -0.89  -0.77  -2.10  0.000
O  -0.32  -0.40  -0.89  0.010
H  3.88  0.85  -2.67  -0.003
H  4.86  0.94  -4.96  0.008
H  3.43  1.65  -6.87  -0.003
H  1.08  2.23  -6.47  0.003
H  -0.78  2.41  -5.19  0.019
H  -2.85  1.43  -3.95  0.005
H  -2.72  3.18  -3.83  0.003
H  -4.13  1.77  -2.00  0.001
H  -3.27  3.24  -1.58  0.000
H  -3.70  -0.09  -0.50  0.000
H  -4.08  -0.98  -3.20  0.000
H  -2.87  -1.84  -5.20  0.001
H  -0.41  -1.87  -5.23  0.000
H  0.89  -1.16  -3.23  0.000
C  2.10  -2.76  -1.45  0.000
C  2.20  -3.70  -0.24  0.000
C  2.00  -5.13  -0.73  0.000
C  3.62  -3.51  0.31  0.000
P  0.93  -3.05  1.02  0.000
C  -0.67  -3.16  0.01  0.000
N  -1.68  -2.17  0.32  0.000
B  -1.50  -0.64  0.11  0.003
N  -1.41  -0.16  1.59  0.001
C  -1.59  1.20  2.02  0.005
P  -0.24  2.30  1.43  0.012
C  -0.86  3.95  2.11  0.001
C  -2.23  4.18  1.45  0.002
C  -1.02  3.97  3.63  0.000
C  0.05  5.11  1.70  0.000
C  1.27  1.68  2.37  -0.001
C  1.89  0.63  1.44  0.001
C  0.93  1.00  3.71  0.000
C  2.29  2.78  2.60  0.000
C  -2.16  -1.10  2.30  0.000
C  -2.73  -1.00  3.56  0.000
C  -3.42  -2.10  4.09  0.000
C  -3.57  -3.26  3.36  0.000
C  -3.02  -3.35  2.07  0.000
C  -2.31  -2.29  1.56  0.000
C  0.75  -4.37  2.39  0.000
C  0.15  -3.65  3.60  0.000
C  2.12  -4.89  2.84  0.000
C  -0.13  -5.58  2.05  0.000
H  3.00  -2.87  -2.06  0.000
H  2.01  -1.72  -1.15  0.000
H  1.24  -3.00  -2.08  0.000
H  2.69  -5.34  -1.55  0.000
H  0.99  -5.29  -1.10  0.000
H  2.18  -5.87  0.05  0.000
H  4.34  -3.72  -0.49  0.000
H  3.86  -4.17  1.14  0.000
H  3.77  -2.48  0.63  0.000
H  -1.09  -4.16  0.07  0.000
H  -0.37  -3.02  -1.03  0.000
H  -1.61  1.25  3.11  0.000
H  -2.54  1.62  1.65  0.000
H  -3.01  3.60  1.94  0.000
H  -2.23  3.90  0.40  0.002
H  -2.50  5.24  1.54  0.000
H  -1.65  3.17  4.00  0.000
H  -1.49  4.92  3.93  0.000
H  -0.06  3.91  4.14  0.000
H  0.15  5.18  0.62  0.000
H  1.04  5.05  2.13  0.000
H  -0.41  6.04  2.05  0.000
H  1.20  -0.18  1.20  0.000
H  2.77  0.19  1.93  0.000
H  2.22  1.09  0.49  0.000
H  0.31  0.12  3.55  0.000
H  0.43  1.67  4.40  0.000
H  1.86  0.66  4.18  0.000
H  2.51  3.33  1.68  0.000
H  3.23  2.33  2.94  0.000
H  1.98  3.50  3.36  0.000
H  -2.64  -0.10  4.16  0.000
H  -3.86  -2.03  5.07  0.000
H  -4.12  -4.10  3.77  0.000
H  -3.15  -4.25  1.47  0.000
H  0.76  -2.78  3.87  0.000
H  0.12  -4.33  4.46  0.000
H  -0.86  -3.30  3.42  0.000
H  2.80  -4.06  3.07  0.000
H  2.59  -5.53  2.11  0.000
H  1.99  -5.47  3.76  0.000
H  -1.16  -5.28  1.87  0.000
H  -0.14  -6.27  2.90  0.000
H  0.24  -6.13  1.18  0.000
S  0.32  6.41  -2.24  0.013
C  1.81  5.71  -1.77  -0.003
C  1.62  4.42  -1.42  0.006
N  0.32  3.98  -1.51  0.018
C  -0.46  4.93  -1.95  0.031
H  2.74  6.26  -1.78  0.000
H  2.38  3.71  -1.12  0.001
H  -1.52  4.77  -2.12  0.003

---

Top of the stability list: y, leading by 21.1 kcal/mol.

---

w | Formula: C7H16N
Source: OMol25
Level of theory: ωB97M-V/def2-TZVPD

The value obtained for the HOMO energy is -12.54 eV. As for the net charge: +1. The orbital gap is 0.3372 Eh. As for the SMILES: C/C=C/CC[C@H](C)[NH3+]. For the LUMO energy, the calculation gives -3.37 eV.

Each line ends with the Mulliken charge.
Atoms and positions in Å:
C  -0.63  0.83  2.94  -1.318
C  -0.95  0.19  1.59  0.257
C  0.28  0.08  0.72  -0.634
C  0.16  -0.87  -0.49  -1.052
C  1.45  0.94  -3.67  -1.222
C  0.74  0.49  -2.45  -0.125
C  1.05  -0.51  -1.65  -0.572
N  -1.49  -1.26  1.85  -0.348
H  -0.78  0.16  3.78  0.388
H  -1.35  1.60  3.21  0.334
H  0.39  1.18  2.96  0.380
H  -1.78  0.63  1.04  0.493
H  0.40  1.06  0.29  0.459
H  1.17  -0.12  1.31  0.388
H  -0.90  -0.86  -0.80  0.523
H  0.32  -1.90  -0.17  0.466
H  0.72  1.37  -4.36  0.342
H  2.18  1.73  -3.50  0.278
H  1.90  0.11  -4.22  0.338
H  -0.16  1.05  -2.20  0.288
H  1.91  -1.14  -1.83  0.347
H  -1.35  -1.77  0.98  0.293
H  -0.83  -1.67  2.47  0.371
H  -2.44  -1.33  2.19  0.326

---

x | Formula: C7H16N
Source: OMol25
Level of theory: ωB97M-V/def2-TZVPD

The value obtained for the HOMO energy is -12.47 eV. As for the net charge: +1. The orbital gap is 0.3406 Eh. For the LUMO energy, the calculation gives -3.20 eV.

Each line ends with the Mulliken charge.
Atoms and positions in Å:
C  2.35  -1.88  2.41  -0.793
C  1.40  -2.21  1.55  0.085
C  0.02  -1.75  1.74  -0.035
C  -1.01  -2.17  0.99  -1.057
H  2.11  -1.28  3.28  0.221
H  3.38  -2.19  2.29  0.288
H  1.58  -2.83  0.68  0.285
H  -0.16  -1.05  2.55  0.312
H  -2.02  -1.80  1.10  0.422
H  -0.85  -2.94  0.24  0.293
C  0.10  2.53  -0.45  -1.281
C  -0.86  1.71  -1.30  0.148
C  -0.19  1.21  -2.57  -1.297
N  -1.26  0.49  -0.51  -0.315
H  -0.29  2.81  0.53  0.392
H  1.00  1.92  -0.29  0.370
H  0.44  3.39  -1.02  0.378
H  -1.78  2.26  -1.52  0.334
H  0.82  0.86  -2.35  0.347
H  -0.06  2.05  -3.26  0.373
H  -0.76  0.45  -3.09  0.426
H  -1.79  0.66  0.34  0.402
H  -1.75  -0.18  -1.11  0.388
H  -0.43  -0.05  -0.22  0.314

---

Top of the stability list: w, leading by 5.7 kcal/mol.